DFT (ωB97M-V/def2-TZVPD) results for a 2-piece molecular cluster, C6H7N2 overall.

Geometry (Å):
C (-0.28, -1.81, -2.18)
C (0.84, -0.66, 0.52)
C (-1.24, 2.17, 0.95)
C (-0.94, 1.04, 0.26)
C (0.69, 1.40, 1.86)
C (0.46, -3.00, -2.26)
N (-0.20, 2.35, 1.91)
N (0.21, 0.52, 0.82)
H (-1.76, 3.08, 0.74)
H (-1.41, 0.74, -0.62)
H (1.57, 1.10, 2.25)
H (0.72, -3.59, -3.18)
H (-0.15, -3.86, -1.71)
H (1.48, -2.70, -1.75)
H (0.00, 3.23, 2.40)

- energy (hartree) = -341.6656
- charge = +1
- energy relative to the best compared isomer or geometry (same formula, charge and spin) (kJ/mol) = 1055.8
- HOMO energy (spin up / spin down) (eV) = -10.5 / -10.5
- LUMO energy (spin up / spin down) (eV) = -5.3 / -5.2

DFT (ωB97M-V/def2-TZVPD) results for C2H10CuINO5P3 as an isolated structure.

Geometry (Å):
N (3.29, 0.01, -0.97)
P (2.07, 0.31, 0.10)
O (2.74, 1.27, 1.18)
O (1.69, -1.00, 0.93)
P (0.30, 1.27, -1.07)
O (0.14, -0.26, -1.83)
C (-0.82, -1.13, -1.30)
C (-1.17, -0.59, 0.09)
P (-3.01, -0.81, 0.33)
O (-3.27, 0.61, 1.09)
I (-2.83, -2.21, 2.42)
O (-0.78, 0.73, 0.19)
H (3.53, -0.97, -1.08)
H (3.46, 1.78, 0.78)
H (2.45, -1.51, 1.23)
H (-0.70, 1.91, -1.84)
H (1.34, 1.61, -1.97)
H (0.60, 2.42, -0.29)
H (-1.69, -1.13, -1.96)
H (-0.44, -2.15, -1.23)
H (-0.66, -1.15, 0.88)
H (-4.21, 0.69, 1.27)
Cu (-2.02, 0.29, 3.04)

- energy (hartree) = -3475.1018
- charge = +1
- HOMO energy (spin up / spin down) (eV) = -12.3 / -12.4
- multiplicity = 2
- LUMO energy (spin up / spin down) (eV) = -4.9 / -5.3
- <S²> = 0.757

DFT (ωB97M-V/def2-TZVPD) results for a 2-piece molecular cluster, C4H6N2O overall.

Geometry (Å):
C (-2.06, 0.49, 0.38)
O (-1.53, -0.27, -0.72)
C (-0.32, 0.03, -1.12)
N (0.44, 0.94, -0.80)
N (1.53, 1.44, -0.43)
C (2.17, -1.37, 0.25)
C (1.32, -2.15, 0.59)
H (-3.05, 0.08, 0.58)
H (-1.42, 0.39, 1.26)
H (-2.14, 1.54, 0.09)
H (1.64, 2.34, -0.92)
H (2.86, -0.61, -0.06)
H (0.57, -2.85, 0.89)

- energy (hartree) = -340.5493
- charge = 0
- energy relative to the best compared isomer or geometry (same formula, charge and spin) (kJ/mol) = 644.8
- HOMO energy (spin up / spin down) (eV) = -8.9 / -8.9
- LUMO energy (spin up / spin down) (eV) = 0.4 / 0.4

DFT (ωB97M-V/def2-TZVPD) results for a 2-piece molecular cluster, C9H19N2O4 overall.

Geometry (Å):
O (1.07, -1.39, -2.51)
N (1.93, -2.05, -1.96)
O (2.11, -1.57, -0.71)
C (3.37, -0.76, -0.73)
N (3.48, -0.14, 0.65)
C (3.92, 1.31, 0.61)
C (5.53, 1.56, 0.77)
O (6.33, 0.87, 1.59)
O (6.12, 2.66, -0.05)
H (3.19, 0.06, -1.58)
H (4.23, -1.51, -1.00)
H (4.04, -0.72, 1.31)
H (3.41, 1.84, 1.55)
H (3.59, 1.84, -0.39)
C (-1.03, 1.75, -0.11)
C (-1.12, 0.35, 0.48)
C (-1.77, -0.66, -0.47)
C (-3.22, -0.37, -0.85)
C (-4.20, -0.25, 0.32)
C (-4.32, -1.54, 1.13)
H (-2.02, 2.16, -0.32)
H (-0.53, 2.42, 0.60)
H (-0.45, 1.74, -1.04)
H (-1.67, 0.39, 1.43)
H (-0.11, 0.00, 0.72)
H (-1.70, -1.66, -0.02)
H (-1.17, -0.72, -1.39)
H (-3.57, -1.16, -1.52)
H (-3.26, 0.56, -1.44)
H (-5.19, 0.01, -0.07)
H (-3.90, 0.57, 0.98)
H (-4.66, -2.36, 0.49)
H (-5.05, -1.41, 1.93)
H (-3.37, -1.82, 1.59)

- energy (hartree) = -764.6549
- charge = -1
- energy relative to the best compared isomer or geometry (same formula, charge and spin) (kJ/mol) = 274.2
- HOMO energy (eV) = -4.1
- LUMO energy (eV) = 2.1

DFT (ωB97M-V/def2-TZVPD) results for a 6-piece molecular cluster, C12H39N3O6 overall.

Geometry (Å):
C (1.07, 3.36, -1.48)
O (1.16, 2.28, -2.38)
C (1.05, 1.01, -1.74)
C (1.62, -0.08, -2.56)
C (1.05, 0.10, -3.99)
N (1.14, -1.28, -1.74)
H (1.92, 3.45, -0.84)
H (0.15, 3.33, -0.91)
H (1.13, 4.32, -2.03)
H (1.62, 0.90, -0.82)
H (0.02, 0.80, -1.51)
H (2.71, -0.13, -2.50)
H (-0.02, 0.19, -4.04)
H (1.34, -0.79, -4.54)
H (1.44, 0.93, -4.56)
H (0.22, -1.50, -2.12)
H (1.68, -2.10, -1.98)
C (-3.37, 1.23, 0.61)
O (-3.37, -0.15, 0.78)
C (-2.68, -0.87, -0.21)
C (-2.93, -2.35, -0.02)
C (-2.74, -2.79, 1.45)
N (-1.95, -3.06, -0.99)
H (-3.93, 1.51, -0.28)
H (-2.33, 1.58, 0.54)
H (-3.89, 1.58, 1.51)
H (-3.07, -0.61, -1.23)
H (-1.63, -0.62, -0.16)
H (-3.88, -2.68, -0.44)
H (-1.70, -2.67, 1.70)
H (-2.94, -3.87, 1.59)
H (-3.37, -2.26, 2.15)
H (-1.07, -3.07, -0.41)
H (-2.29, -4.05, -1.05)
C (4.17, 2.86, 1.83)
O (2.79, 2.72, 1.50)
C (2.26, 1.52, 2.04)
C (0.79, 1.39, 1.87)
C (0.20, 2.62, 2.53)
N (0.40, 0.15, 2.72)
H (4.30, 2.93, 2.92)
H (4.53, 3.73, 1.33)
H (4.75, 1.97, 1.50)
H (2.76, 0.62, 1.58)
H (2.48, 1.45, 3.14)
H (0.42, 1.18, 0.83)
H (-0.84, 2.35, 2.72)
H (0.43, 3.51, 1.91)
H (0.72, 2.67, 3.53)
H (0.41, 0.43, 3.69)
H (-0.59, 0.00, 2.66)
O (-2.05, -1.29, -3.13)
H (-1.81, -1.74, -3.95)
H (-1.96, -1.95, -2.41)
O (0.45, -4.90, 0.86)
H (-0.47, -4.64, 1.06)
H (0.88, -4.01, 0.93)
O (0.87, -2.11, 0.93)
H (0.99, -1.44, 1.58)
H (0.97, -1.68, 0.06)

- structure (SMILES) = COC[C@H](C)N.COC[C@H](C)N.COC[C@H](C)N.O.O.O
- energy (hartree) = -1096.2383
- charge = 0
- energy relative to the best compared isomer or geometry (same formula, charge and spin) (kJ/mol) = 52.3
- HOMO energy (eV) = -9.8
- LUMO energy (eV) = 0.7

DFT (ωB97M-V/def2-TZVPD) results for C30H26CdClN8O5 as an isolated structure.

Geometry (Å):
Cd (-0.67, 1.22, 0.48)
C (3.71, 0.87, 1.67)
C (2.25, 1.11, 1.61)
N (1.58, 1.33, 0.53)
N (2.18, 1.36, -0.68)
C (1.37, 1.79, -1.63)
O (0.25, 2.35, -1.49)
C (1.90, 1.53, -3.01)
C (3.25, 1.28, -3.22)
C (3.70, 0.89, -4.46)
C (2.82, 0.72, -5.52)
C (1.48, 0.99, -5.30)
C (1.01, 1.35, -4.06)
C (1.48, 1.02, 2.86)
C (2.05, 0.55, 4.05)
C (1.28, 0.51, 5.20)
C (-0.03, 0.94, 5.16)
C (-0.51, 1.37, 3.94)
N (0.21, 1.40, 2.83)
H (4.19, 1.01, 0.72)
H (3.90, -0.18, 1.98)
H (4.21, 1.54, 2.39)
H (3.95, 1.38, -2.38)
H (4.74, 0.67, -4.61)
H (3.15, 0.37, -6.49)
H (0.77, 0.81, -6.09)
H (-0.06, 1.52, -3.85)
H (3.10, 0.25, 4.02)
H (1.72, 0.18, 6.14)
H (-0.71, 0.95, 6.00)
H (-1.50, 1.79, 3.82)
N (-0.33, 7.45, 2.25)
N (-0.32, 6.24, 1.58)
N (-0.18, 6.14, 0.29)
C (-0.32, 4.83, 0.10)
N (-0.55, 4.18, 1.25)
N (-0.55, 5.09, 2.21)
H (-0.11, 7.31, 3.23)
H (0.44, 8.01, 1.85)
H (-0.30, 4.32, -0.84)
Cl (-3.80, -3.79, -2.81)
C (-3.59, -2.29, -1.93)
C (-3.48, -2.36, -0.56)
C (-3.31, -1.18, 0.15)
C (-3.21, 0.07, -0.48)
C (-2.91, 1.28, 0.30)
C (-3.41, 0.09, -1.87)
C (-3.59, -1.08, -2.59)
H (-3.46, -3.28, 0.01)
H (-3.21, -1.22, 1.24)
H (-3.38, 1.25, 1.30)
H (-3.15, 2.17, -0.25)
H (-3.38, 1.05, -2.36)
H (-3.73, -1.04, -3.64)
O (-0.17, -0.72, -0.81)
C (-0.19, -1.45, 0.21)
O (-0.36, -1.06, 1.39)
C (-0.09, -2.92, -0.04)
C (-0.24, -3.43, -1.33)
C (-0.41, -4.79, -1.59)
C (-0.43, -5.61, -0.51)
O (-0.64, -6.96, -0.47)
C (-0.82, -7.27, 0.91)
O (-0.32, -6.16, 1.68)
C (-0.28, -5.11, 0.81)
C (-0.06, -3.79, 1.04)
H (-0.31, -2.69, -2.12)
H (-0.59, -5.15, -2.59)
H (-0.23, -8.15, 1.17)
H (-1.89, -7.43, 1.12)
H (0.06, -3.40, 2.07)

- energy (hartree) = -2601.0213
- charge = -1
- energy relative to the best compared isomer or geometry (same formula, charge and spin) (kJ/mol) = 15.9
- HOMO energy (eV) = -4.1
- LUMO energy (eV) = 2.6